No. 1
103
Properties=species:S:1:pos:R:3:lowdin_charge:R:1 method="wB97M-V/def2-TZVPD" homo_energy_ha=-0.3725 charge=+1
Al -0.35 0.39 -0.02 -0.014
C 2.23 2.17 1.18 -0.217
P 0.69 1.59 2.01 1.147
C 0.40 2.91 3.22 -0.328
C 0.42 2.70 4.59 -0.067
C 0.28 3.77 5.46 -0.062
C 0.12 5.05 4.97 -0.065
C 0.10 5.27 3.60 -0.078
C 0.23 4.21 2.73 -0.107
C 1.10 0.13 3.03 -0.383
C 0.02 -0.61 3.51 -0.102
C 0.22 -1.67 4.38 -0.068
C 1.51 -2.01 4.77 -0.076
C 2.59 -1.28 4.29 -0.079
C 2.39 -0.22 3.42 -0.088
C 2.20 1.86 -0.29 -0.345
C 3.16 2.06 -1.25 -0.040
C 2.65 1.53 -2.47 -0.041
C 1.41 1.03 -2.18 -0.361
C 0.46 0.20 -3.00 -0.240
P -1.23 0.54 -2.39 1.138
C -2.28 -0.83 -2.96 -0.333
C -2.23 -2.01 -2.22 -0.095
C -2.99 -3.10 -2.60 -0.062
C -3.81 -3.01 -3.72 -0.065
C -3.88 -1.83 -4.44 -0.063
C -3.11 -0.74 -4.07 -0.065
C -1.80 2.02 -3.28 -0.339
C -3.02 2.60 -2.92 -0.105
C -3.53 3.66 -3.66 -0.071
C -2.83 4.15 -4.75 -0.062
C -1.62 3.58 -5.10 -0.059
C -1.11 2.52 -4.37 -0.066
N 1.10 1.26 -0.86 -0.029
H 3.11 1.74 1.66 0.082
H 2.28 3.24 1.35 0.091
H 0.55 1.70 4.99 0.102
H 0.30 3.59 6.53 0.110
H 0.01 5.89 5.65 0.112
H -0.04 6.27 3.21 0.112
H 0.22 4.39 1.66 0.105
H -0.99 -0.36 3.20 0.107
H -0.63 -2.23 4.75 0.120
H 1.67 -2.83 5.46 0.114
H 3.60 -1.54 4.59 0.114
H 3.24 0.34 3.07 0.102
H 4.12 2.53 -1.10 0.105
H 3.15 1.51 -3.42 0.105
H 0.60 -0.87 -2.80 0.061
H 0.58 0.33 -4.07 0.096
H -1.61 -2.07 -1.33 0.081
H -2.95 -4.02 -2.02 0.110
H -4.42 -3.86 -4.01 0.111
H -4.53 -1.76 -5.31 0.111
H -3.17 0.18 -4.64 0.108
H -3.57 2.24 -2.06 0.095
H -4.48 4.10 -3.38 0.115
H -3.23 4.98 -5.32 0.112
H -1.06 3.97 -5.95 0.111
H -0.16 2.10 -4.67 0.097
C -0.21 -4.67 0.62 -0.083
C 1.20 -4.49 1.14 -0.256
C 1.50 -3.07 1.59 -0.305
S 1.90 -1.77 0.40 1.091
O 0.54 -1.23 -0.06 -0.428
C 2.57 -2.48 -1.10 -0.309
C 1.66 -3.30 -2.01 -0.280
C 2.21 -3.29 -3.44 -0.084
H -0.37 -5.69 0.26 0.084
H -0.43 -3.99 -0.20 0.050
H -0.94 -4.48 1.40 0.088
H 1.95 -4.83 0.42 0.096
H 1.35 -5.12 2.02 0.118
H 2.34 -3.02 2.29 0.087
H 0.64 -2.62 2.09 0.082
H 3.48 -3.01 -0.80 0.114
H 2.90 -1.57 -1.62 0.092
H 0.66 -2.87 -2.00 0.078
H 1.57 -4.32 -1.66 0.100
H 2.21 -2.28 -3.85 0.071
H 1.61 -3.92 -4.09 0.084
H 3.24 -3.66 -3.47 0.085
C -1.62 4.58 -0.67 -0.009
C -2.31 4.36 0.65 -0.199
C -2.54 5.42 1.51 -0.077
C -3.11 5.22 2.76 -0.671
Cl -3.37 6.58 3.81 0.690
C -3.44 3.95 3.19 -0.080
C -3.23 2.87 2.33 0.009
C -2.70 3.09 1.07 -0.224
O -2.54 2.05 0.16 -0.126
C -3.50 1.00 0.27 -0.095
C -2.95 -0.17 1.06 -0.551
O -3.65 -0.84 1.78 0.118
O -1.68 -0.38 0.86 -0.031
H -0.86 5.36 -0.56 0.090
H -2.33 4.92 -1.43 0.085
H -1.14 3.68 -1.04 0.066
H -2.26 6.42 1.21 0.124
H -3.86 3.79 4.17 0.115
H -3.51 1.88 2.66 0.124
H -3.69 0.64 -0.75 0.120
H -4.43 1.35 0.70 0.148

---

No. 2
99
Properties=species:S:1:pos:R:3:lowdin_spin:R:1 method="wB97M-V/def2-TZVPD" homo_energy_ha="-0.3680 / -0.3604" charge=+1 multiplicity=4 s2=3.812
Re 0.20 -0.62 -0.02 2.316
C 5.95 0.21 2.05 0.002
C 5.05 -0.73 2.87 0.004
C 3.60 -0.48 2.61 0.030
C 2.68 0.16 3.40 0.015
C 2.90 0.78 4.74 0.001
C 3.17 2.29 4.63 0.001
C 1.44 0.16 2.69 0.034
N 1.60 -0.47 1.47 0.026
C 2.91 -0.88 1.41 0.015
C 3.45 -1.63 0.39 0.006
C 2.79 -2.10 -0.74 0.015
C 3.34 -3.02 -1.69 0.019
C 4.70 -3.63 -1.62 0.002
C 4.70 -4.86 -0.70 0.001
C 2.35 -3.28 -2.61 0.017
C 1.20 -2.52 -2.22 0.017
C -0.01 -2.49 -2.89 0.004
C -1.16 -1.84 -2.49 0.016
N -1.29 -1.13 -1.32 0.026
C -2.61 -0.72 -1.25 0.034
C -3.17 -0.04 -0.18 -0.019
C -2.55 0.32 1.00 0.032
N -1.23 0.08 1.30 0.016
C -0.99 0.65 2.52 0.031
C 0.25 0.69 3.15 -0.018
C -2.20 1.24 3.03 0.023
C -3.17 1.04 2.09 0.023
C -4.61 1.42 2.13 0.002
C -5.52 0.22 2.44 0.001
C -2.33 1.90 4.37 0.002
C -2.36 0.88 5.51 0.001
C -3.31 -1.16 -2.42 0.015
C -2.42 -1.85 -3.19 0.030
C -2.63 -2.49 -4.53 0.004
C -2.01 -1.66 -5.67 0.002
C -4.75 -0.86 -2.72 0.001
C -4.92 0.54 -3.33 0.001
N 1.49 -1.80 -1.07 0.028
C 2.42 -4.19 -3.79 0.002
C 2.83 -3.44 -5.07 0.001
H 7.00 0.01 2.27 0.000
H 5.74 1.25 2.30 0.000
H 5.79 0.08 0.98 0.000
H 5.26 -0.58 3.93 0.000
H 5.29 -1.76 2.65 0.001
H 3.74 0.30 5.23 0.000
H 2.03 0.62 5.37 0.000
H 4.09 2.47 4.05 0.000
H 3.30 2.73 5.61 0.000
H 2.35 2.80 4.12 0.000
H 4.49 -1.92 0.49 0.000
H 5.42 -2.90 -1.26 0.000
H 5.01 -3.93 -2.62 0.000
H 4.41 -4.59 0.31 0.000
H 5.68 -5.33 -0.68 0.000
H 3.98 -5.61 -1.06 0.000
H -0.07 -3.05 -3.81 0.000
H -4.21 0.23 -0.28 -0.001
H 0.28 1.20 4.11 -0.001
H -4.90 1.86 1.17 0.001
H -4.76 2.19 2.89 0.000
H -5.39 -0.57 1.70 0.000
H -6.56 0.52 2.44 0.000
H -5.28 -0.20 3.42 0.000
H -3.24 2.50 4.40 0.000
H -1.50 2.60 4.51 0.001
H -3.22 0.22 5.41 0.000
H -2.43 1.38 6.47 0.000
H -1.46 0.26 5.51 0.000
H -3.69 -2.61 -4.71 0.000
H -2.19 -3.49 -4.53 0.001
H -2.44 -0.66 -5.69 0.000
H -2.20 -2.14 -6.63 0.000
H -0.93 -1.56 -5.54 0.000
H -5.34 -0.95 -1.81 0.000
H -5.13 -1.61 -3.42 0.000
H -4.51 1.30 -2.66 0.000
H -5.97 0.76 -3.50 0.000
H -4.39 0.61 -4.28 0.000
H 1.45 -4.66 -3.95 0.000
H 3.14 -4.98 -3.59 0.000
H 2.12 -2.65 -5.31 0.000
H 2.88 -4.13 -5.91 0.000
H 3.82 -2.99 -4.94 0.000
N -2.26 8.91 -0.36 0.010
C -1.87 7.82 -0.41 0.002
C -1.39 6.48 -0.48 0.019
C -0.02 6.22 -0.42 -0.005
C 0.44 4.92 -0.49 0.024
C -0.46 3.86 -0.61 0.019
C -1.84 4.13 -0.67 0.024
C -2.30 5.43 -0.61 -0.005
C -0.04 2.50 -0.62 0.165
C 0.25 1.32 -0.58 -0.038
H 0.67 7.05 -0.32 -0.001
H 1.50 4.71 -0.45 0.001
H -2.53 3.30 -0.77 0.001
H -3.36 5.64 -0.65 -0.001

---

Let's list F_max in order: 0.55, 1.75 eV/Å.
Let's list energy above the lowest of the compared OMol25 structures with the same formula, charge and spin in order: 0.0, 0.0 kJ/mol.